No. 1
C10F30HfN4O22S10 | ωB97M-V/def2-TZVPD

Summary:
* multiplicity: 2
* total charge: -3
* Kohn-Sham gap (alpha / beta): 5.126 / 8.564 eV
* ⟨S²⟩: 0.75

Geometry (Å):
1 Hf 0.002 0.095 -0.160
2 C 2.597 -3.651 -2.170
3 F 2.193 -4.901 -1.807
4 F 3.161 -3.082 -1.157
5 F 3.625 -3.714 -3.087
6 S 1.133 -2.539 -2.806
7 O 1.773 -1.700 -3.780
8 O 0.219 -3.453 -3.442
9 O 0.583 -1.672 -1.727
10 C -4.158 -0.366 2.663
11 F -4.877 0.663 2.311
12 F -4.713 -0.917 3.793
13 F -4.312 -1.349 1.763
14 S -2.272 0.151 2.863
15 O -2.493 1.506 3.391
16 O -1.560 -0.654 3.885
17 O -1.666 0.185 1.527
18 C 4.304 1.783 -1.066
19 F 5.476 1.207 -0.838
20 F 3.993 2.379 0.067
21 F 4.323 2.682 -2.081
22 S 2.985 0.447 -1.261
23 O 3.607 -0.568 -2.082
24 O 2.566 -0.040 0.038
25 N 1.399 1.023 -1.739
26 S 1.574 1.416 -3.296
27 O 2.945 1.272 -3.850
28 O 0.410 0.875 -4.084
29 C 1.316 3.317 -3.239
30 F 1.326 3.784 -4.501
31 F 0.061 3.610 -2.788
32 F 2.235 3.955 -2.549
33 C -1.874 -3.897 1.677
34 F -2.344 -2.739 2.164
35 F -1.999 -4.841 2.622
36 F -2.574 -4.241 0.610
37 S -0.011 -3.622 0.881
38 O 0.868 -4.624 1.477
39 O -0.159 -3.870 -0.538
40 N 0.477 -1.855 1.125
41 S 1.183 -2.075 2.579
42 O 1.326 -0.700 3.001
43 O 0.630 -2.890 3.627
44 C 3.093 -2.622 2.439
45 F 3.783 -1.602 1.945
46 F 3.465 -2.854 3.669
47 F 3.364 -3.579 1.562
48 C -1.359 4.187 1.685
49 F -1.329 5.512 1.445
50 F -1.241 3.946 2.972
51 F -2.608 3.850 1.153
52 S 0.058 3.213 0.653
53 O -0.640 2.396 -0.371
54 O 1.148 4.058 0.175
55 N 0.593 1.784 1.427
56 S 1.030 2.387 2.869
57 O 1.181 3.860 2.982
58 O 0.275 1.764 3.960
59 C 2.996 1.974 3.112
60 F 3.265 1.493 4.360
61 F 3.557 1.019 2.361
62 F 3.733 3.132 3.061
63 C -2.708 -2.099 -2.897
64 F -3.900 -2.245 -3.529
65 F -2.334 -3.305 -2.691
66 F -1.854 -1.403 -3.666
67 S -2.925 -1.133 -1.246
68 O -4.373 -0.882 -1.081
69 O -2.202 -1.787 -0.112
70 N -1.917 0.213 -1.443
71 S -2.842 1.127 -2.457
72 O -2.037 2.213 -3.025
73 O -3.646 0.464 -3.469
74 C -4.038 1.971 -1.181
75 F -5.311 1.643 -1.455
76 F -3.679 1.625 0.110
77 F -3.883 3.293 -1.337

Cartesian forces, eV/Å:
Hf 0.3 -0.3 0.3
C -0.6 0.2 -0.7
F 0.6 0.9 -0.8
F 0.3 0.5 1.9
F -1.5 -0.7 0.0
S -0.3 1.0 -2.0
O 0.9 0.1 -0.1
O 0.0 -0.6 1.1
O 0.2 -0.6 0.6
C 1.1 -2.2 0.2
F -0.4 0.6 -0.1
F 0.7 1.0 0.0
F -0.1 0.6 -0.4
S 1.4 1.9 4.1
O -0.6 -1.0 -1.1
O -2.0 0.2 -2.6
O -0.3 -0.5 -0.4
C -1.0 0.4 0.3
F 0.2 0.0 -1.0
F -0.3 1.1 0.2
F 0.8 -1.2 1.4
S -1.5 -3.0 -1.2
O -0.2 1.8 0.8
O -0.1 0.6 0.9
N 3.8 0.1 -0.6
S -2.6 -1.0 -4.4
O -2.6 0.7 1.3
O 3.4 2.0 2.3
C -2.2 -0.7 -0.6
F 0.5 -0.1 -0.1
F 1.8 -0.2 0.1
F 0.0 0.2 0.3
C 0.7 1.7 -0.3
F 0.7 -1.5 0.1
F 0.5 0.4 -0.6
F -0.3 -0.6 0.3
S 0.0 -0.9 -2.4
O -0.6 1.3 0.6
O -0.8 0.5 1.3
N -0.5 -5.3 0.9
S 1.2 3.9 2.0
O 1.0 0.1 -0.2
O -0.2 -1.0 -1.2
C -2.0 1.3 -2.2
F 0.2 0.9 0.6
F 0.6 -0.8 0.6
F -0.1 -1.3 0.9
C -1.9 0.2 -1.0
F 1.1 -0.6 0.3
F -1.1 0.3 -1.3
F 2.5 -0.3 1.3
S 1.5 -2.6 -2.5
O -0.8 1.4 0.0
O -2.3 -0.4 1.0
N 0.5 3.9 1.5
S 1.4 -1.0 4.6
O -0.3 -2.1 -1.3
O 2.0 1.0 -2.0
C 0.8 -1.0 1.3
F -1.1 0.7 0.1
F -0.6 1.3 -0.7
F -0.8 -0.9 -0.7
C -0.8 1.3 -0.9
F 0.2 0.8 0.2
F 1.2 -1.3 0.8
F -0.6 -1.1 0.5
S 0.6 -1.0 3.8
O 2.7 -0.5 -0.6
O -1.7 0.6 -3.4
N -3.1 -1.3 -1.6
S 1.9 3.7 -2.1
O -1.3 -1.5 1.6
O 0.2 -0.1 1.7
C 1.0 -0.8 0.4
F 0.7 0.4 0.6
F -1.1 0.8 -2.3
F -0.4 -0.5 0.3

Results of the Mulliken charge analysis, in e, for atoms 1 through 6: Hf 3.267; C 0.599; F -0.247; F -0.200; F -0.289; S 1.424

No. 2
C4H8N2O2 | ωB97M-V/def2-TZVPD

Summary:
* multiplicity: 1
* Kohn-Sham gap: 8.844 eV

Geometry (Å):
1 C -1.453 -1.019 -0.630
2 C -0.140 -0.667 -0.311
3 C 1.754 0.666 0.101
4 C 0.121 0.828 -0.054
5 H -1.926 -0.007 1.466
6 H -1.962 -0.761 -1.637
7 H -1.609 -2.166 -0.255
8 H 2.600 -1.366 0.520
9 H 2.373 1.595 0.116
10 H 1.598 0.517 1.281
11 H -0.236 0.807 1.079
12 H -1.353 2.114 -0.192
13 N 0.933 -1.375 -0.552
14 N 2.186 -0.745 -0.355
15 O -2.431 -0.384 0.272
16 O -0.455 1.962 -0.851

Cartesian forces, eV/Å:
C -5.4 -4.0 1.6
C 5.0 2.3 -2.9
C -1.8 -0.2 4.8
C 1.7 -0.3 2.2
H -2.0 -2.0 -5.5
H 1.6 -0.6 1.3
H 0.5 2.2 -2.0
H -1.1 2.4 -2.9
H -0.2 -1.1 -1.1
H 1.2 0.3 -2.2
H 0.4 1.5 -2.3
H 3.5 -0.4 -3.3
N -1.6 -0.6 0.9
N -1.1 0.3 2.0
O 2.1 2.3 4.7
O -2.8 -2.1 4.5

Results of the Mulliken charge analysis, in e, for atoms 1 through 6: C -0.116; C 0.413; C -0.553; C 0.050; H 0.353; H 0.234

No. 3
C42H44KN3O3P2S3 | ωB97M-V/def2-TZVPD

Summary:
* multiplicity: 1
* total charge: -2
* Kohn-Sham gap (alpha / beta): 4.563 / 4.563 eV

Geometry (Å):
1 K 14.060 8.976 8.655
2 C 12.084 11.763 9.848
3 N 11.712 10.374 9.533
4 C 11.590 9.535 10.722
5 C 12.701 9.766 11.707
6 N 12.489 10.895 12.611
7 C 11.348 10.674 13.446
8 C 13.721 11.303 13.366
9 C 14.132 10.119 14.278
10 C 14.976 9.111 14.096
11 C 16.047 8.904 13.141
12 C 16.568 9.716 12.224
13 C 16.087 12.099 13.043
14 S 16.420 14.479 10.376
15 C 10.645 10.339 8.613
16 C 9.360 10.101 9.089
17 C 8.234 10.300 8.307
18 C 8.441 10.777 6.977
19 C 9.747 10.916 6.479
20 C 10.878 10.674 7.316
21 S 12.469 10.781 6.601
22 H 11.339 12.236 10.475
23 H 12.208 12.356 8.936
24 H 13.002 11.840 10.427
25 H 11.603 8.468 10.436
26 H 10.613 9.739 11.222
27 H 13.634 9.961 11.179
28 H 12.959 8.854 12.276
29 H 11.264 9.610 13.640
30 H 10.426 11.000 13.007
31 H 11.463 11.184 14.441
32 H 13.499 9.948 15.108
33 H 14.860 8.402 14.882
34 H 16.575 7.968 13.318
35 H 17.479 9.299 11.742
36 H 9.310 9.995 10.168
37 H 7.220 10.244 8.675
38 H 7.551 11.070 6.354
39 H 9.985 11.288 5.500
40 C 15.140 13.163 8.466
41 N 15.859 13.029 9.735
42 P 16.532 11.495 10.141
43 C 18.307 12.141 10.188
44 C 19.108 12.084 11.284
45 C 20.463 12.469 11.182
46 C 20.968 13.024 10.021
47 C 20.110 13.096 8.914
48 C 18.773 12.666 8.961
49 C 16.126 11.100 11.897
50 C 14.808 11.771 12.457
51 C 13.375 12.551 14.231
52 C 14.225 13.176 15.077
53 C 15.602 13.097 15.238
54 C 16.493 12.524 14.266
55 P 14.488 15.317 10.690
56 C 14.677 16.479 12.131
57 C 15.521 16.249 13.207
58 C 15.647 17.118 14.255
59 C 14.872 18.281 14.284
60 C 14.010 18.557 13.264
61 C 13.919 17.628 12.172
62 C 14.440 16.688 9.375
63 C 15.606 17.418 9.079
64 C 15.645 18.386 8.051
65 C 14.499 18.609 7.327
66 C 13.347 17.986 7.664
67 C 13.328 16.987 8.633
68 H 15.488 14.025 7.932
69 H 14.093 13.294 8.635
70 H 15.246 12.308 7.757
71 H 18.633 11.753 12.306
72 H 21.000 12.466 12.142
73 H 21.926 13.435 9.911
74 H 20.570 13.551 7.995
75 H 18.156 12.784 8.078
76 H 14.432 12.406 11.672
77 H 12.393 12.901 14.046
78 H 13.736 13.830 15.792
79 H 16.104 13.555 16.061
80 H 17.489 12.473 14.510
81 H 16.089 15.351 13.292
82 H 16.336 16.873 15.119
83 H 15.003 18.973 15.068
84 H 13.368 19.404 13.176
85 H 13.275 17.909 11.319
86 H 16.516 17.262 9.638
87 H 16.585 18.805 7.790
88 H 14.370 19.383 6.535
89 H 12.395 18.221 7.145
90 H 12.372 16.492 8.849
91 C 13.141 5.889 6.372
92 S 13.758 5.701 8.084
93 O 15.141 6.210 8.060
94 O 13.741 4.283 8.348
95 O 12.901 6.604 8.856
96 H 13.866 5.259 5.756
97 H 13.008 6.888 6.082
98 H 12.109 5.434 6.266

Cartesian forces, eV/Å:
K 0.1 -0.1 -0.1
C 0.1 0.1 -0.3
N 1.4 0.0 0.6
C -0.9 0.0 0.0
C 1.1 0.2 0.7
N 0.9 0.5 -0.2
C 0.2 0.0 1.7
C -0.6 -0.3 1.5
C -0.4 1.0 -1.5
C 0.3 0.7 -0.3
C 0.2 -0.8 0.8
C 0.2 0.0 -0.5
C -0.6 0.2 -0.9
S -0.3 0.7 0.4
C -0.7 -0.3 1.5
C -0.4 0.7 0.4
C 0.5 0.7 -1.5
C -0.2 -0.1 0.0
C -0.5 -0.1 1.5
C -0.1 0.2 -2.7
S 0.3 0.2 -0.1
H -0.5 0.3 0.3
H -0.1 -0.4 0.0
H 0.1 -0.2 -0.3
H -0.2 0.4 -0.1
H 0.7 -0.4 0.1
H 0.1 0.2 -0.2
H -0.5 0.0 0.0
H -0.3 -0.6 0.3
H -0.6 0.3 -0.4
H -0.1 -0.5 -1.0
H -0.8 0.4 0.8
H 0.4 -1.0 0.3
H 0.0 0.0 -0.2
H -0.6 0.6 0.0
H -0.6 -0.4 -0.3
H 0.0 -0.2 0.3
H 1.0 -0.5 0.6
H -0.2 0.0 -0.4
C 0.2 -0.9 -0.6
N -0.2 -1.0 -0.5
P 0.7 0.9 0.2
C -1.7 -0.6 -1.5
C 0.4 -0.6 2.2
C -0.6 0.4 1.6
C -2.0 -0.8 -0.2
C 0.1 0.5 -1.0
C 1.7 0.2 0.7
C 0.6 0.1 0.8
C 1.2 0.0 -0.7
C 0.5 -1.9 -1.3
C -0.3 0.5 0.7
C 1.5 -0.8 -1.0
C -2.8 0.0 -0.5
P -0.3 0.9 -0.1
C 0.1 -0.1 -0.4
C 0.4 -0.8 0.3
C 0.3 0.4 1.4
C 0.6 -0.4 -0.1
C -0.3 -1.9 -2.2
C -0.5 1.6 0.3
C 1.6 -0.3 0.4
C -0.1 0.7 -0.6
C 0.0 -1.8 1.0
C -0.3 2.1 -1.3
C -2.0 -1.0 -0.1
C -1.5 -0.1 0.2
H 0.4 0.7 -0.3
H -0.8 0.0 0.1
H 0.0 0.3 0.9
H 1.2 0.6 -2.1
H 0.2 0.0 -0.7
H 1.3 0.3 0.2
H -0.8 -0.5 0.8
H -0.2 -0.2 0.2
H -0.3 0.4 0.0
H -0.8 0.4 0.3
H -0.1 0.4 0.0
H 0.0 0.4 0.6
H 2.5 -0.1 0.6
H 0.3 -0.8 -0.3
H -0.9 0.3 -1.2
H 0.0 0.7 0.9
H -0.1 0.7 0.4
H 0.3 -0.3 0.6
H 0.1 -0.2 0.1
H 0.6 0.6 -0.1
H 0.8 -0.6 0.6
H 0.8 -0.2 0.3
H 0.4 0.0 -0.1
C -0.2 -3.2 0.1
S 1.0 1.0 -1.2
O -0.4 0.4 -0.2
O -0.8 -0.4 0.4
O -0.4 -0.5 0.4
H -1.0 1.2 0.5
H 0.4 1.5 -0.4
H 1.2 0.2 0.4

Results of the Mulliken charge analysis, in e, for atoms 1 through 6: K 0.964; C -0.393; N 1.077; C -0.897; C 0.130; N 0.981

No. 4
C11H28N3O2Si | ωB97M-V/def2-TZVPD

Summary:
* multiplicity: 1
* total charge: +1
* Kohn-Sham gap: 8.868 eV

Geometry (Å):
1 C 3.512 -2.703 0.544
2 N 2.602 -1.578 0.368
3 C 1.998 -1.284 -0.737
4 N 2.107 -1.928 -1.884
5 C 0.964 -1.487 -2.770
6 C 0.105 -0.708 -1.797
7 Si -1.223 -1.744 -0.843
8 C -2.916 -1.032 -1.231
9 C -0.909 -1.793 1.015
10 C -1.220 -3.503 -1.511
11 N 1.144 -0.210 -0.831
12 H 3.281 -3.170 1.483
13 H 3.385 -3.433 -0.231
14 H 4.540 -2.384 0.515
15 H 2.417 -0.958 1.145
16 H 2.180 -2.939 -1.864
17 H 0.517 -2.342 -3.249
18 H 1.432 -0.886 -3.538
19 H -0.315 0.160 -2.287
20 H -3.074 -1.029 -2.301
21 H -3.643 -1.705 -0.798
22 H -3.069 -0.052 -0.808
23 H -0.808 -2.821 1.325
24 H -0.081 -1.192 1.358
25 H -1.797 -1.412 1.498
26 H -1.864 -4.147 -0.933
27 H -0.228 -3.946 -1.494
28 H -1.561 -3.545 -2.540
29 H 1.606 0.636 -1.152
30 C -1.208 5.090 2.102
31 O -1.498 3.763 2.516
32 C -1.935 2.924 1.464
33 C -0.830 2.003 0.998
34 O 0.230 2.715 0.373
35 C 1.350 2.900 1.220
36 H -0.700 5.588 2.925
37 H -0.558 5.106 1.223
38 H -2.132 5.631 1.880
39 H -2.318 3.515 0.627
40 H -2.759 2.315 1.853
41 H -1.234 1.317 0.245
42 H -0.452 1.406 1.833
43 H 1.891 1.953 1.353
44 H 1.059 3.289 2.197
45 H 2.015 3.617 0.740

Cartesian forces, eV/Å:
C -0.1 0.3 0.1
N 0.5 -0.2 0.4
C 0.3 0.9 -0.1
N -1.4 -1.8 -0.8
C 1.2 0.1 0.0
C 0.3 0.3 0.2
Si -0.7 -0.1 -0.1
C 0.8 -0.4 0.2
C -0.2 0.2 -0.7
C 0.4 0.5 -0.2
N -0.6 0.2 0.3
H 0.1 -0.2 0.4
H -0.2 -0.3 -0.4
H 0.4 0.2 0.1
H 0.0 -0.1 0.0
H 0.6 0.1 0.0
H -0.2 -0.3 0.0
H -0.2 0.4 -0.3
H -0.4 0.2 0.0
H -0.1 0.2 -0.3
H -0.4 -0.2 0.2
H -0.1 0.4 0.0
H 0.2 -0.4 0.2
H 0.3 0.1 0.1
H -0.3 0.2 0.2
H -0.3 -0.2 0.3
H 0.2 -0.2 0.1
H -0.1 0.0 -0.2
H 0.0 0.2 0.3
C -0.1 0.0 0.1
O 0.1 0.0 -0.1
C -0.1 0.0 0.3
C 0.0 0.0 -0.3
O 0.1 -0.1 0.1
C 0.0 0.1 -0.1
H 0.0 0.0 0.0
H 0.0 0.0 0.0
H 0.0 0.0 0.0
H 0.0 0.0 0.0
H 0.0 0.0 -0.1
H -0.1 -0.1 0.0
H 0.0 0.0 0.0
H 0.0 0.0 0.1
H 0.0 0.0 0.0
H 0.0 0.0 0.0

Results of the Mulliken charge analysis, in e, for atoms 1 through 6: C -0.960; N -0.098; C 0.084; N -0.283; C -0.921; C 0.155

The evaluated E_tot for the records listed, in turn: -9281.17508; -416.94374; -4493.95539; -1039.92440 Ha.